Entry 1:
{
  "formula": "C44H121AgBrN11O11",
  "method": "the ωB97M-V functional and the def2-TZVPD basis",
  "symbols": ["Ag", "Br", "C", "C", "C", "O", "C", "N", "H", "H", "H", "H", "H", "H", "H", "H", "H", "H", "H", "C", "C", "C", "O", "C", "N", "H", "H", "H", "H", "H", "H", "H", "H", "H", "H", "H", "C", "C", "C", "O", "C", "N", "H", "H", "H", "H", "H", "H", "H", "H", "H", "H", "H", "C", "C", "C", "O", "C", "N", "H", "H", "H", "H", "H", "H", "H", "H", "H", "H", "H", "C", "C", "C", "O", "C", "N", "H", "H", "H", "H", "H", "H", "H", "H", "H", "H", "H", "C", "C", "C", "O", "C", "N", "H", "H", "H", "H", "H", "H", "H", "H", "H", "H", "H", "C", "C", "C", "O", "C", "N", "H", "H", "H", "H", "H", "H", "H", "H", "H", "H", "H", "C", "C", "C", "O", "C", "N", "H", "H", "H", "H", "H", "H", "H", "H", "H", "H", "H", "C", "C", "C", "O", "C", "N", "H", "H", "H", "H", "H", "H", "H", "H", "H", "H", "H", "C", "C", "C", "O", "C", "N", "H", "H", "H", "H", "H", "H", "H", "H", "H", "H", "H", "C", "C", "C", "O", "C", "N", "H", "H", "H", "H", "H", "H", "H", "H", "H", "H", "H"],
  "positions_angstrom": [[0.20, 1.52, 2.73], [0.08, 0.72, 0.15], [3.84, 0.46, -2.74], [4.00, -0.65, -3.86], [4.24, -1.99, -3.16], [5.51, -1.97, -2.46], [5.86, -3.14, -1.83], [2.83, -0.67, -4.62], [3.79, 1.41, -3.26], [4.74, 0.51, -2.13], [2.98, 0.25, -2.11], [4.80, -0.47, -4.57], [4.28, -2.78, -3.91], [3.36, -2.21, -2.56], [6.57, -3.03, -1.00], [6.29, -3.79, -2.59], [4.97, -3.60, -1.40], [1.98, -0.73, -4.08], [2.67, -1.33, -5.38], [-0.62, -3.45, 5.61], [0.06, -4.10, 4.38], [-0.38, -5.57, 4.21], [0.32, -5.90, 2.99], [0.28, -7.26, 2.73], [-0.37, -3.21, 3.28], [-0.30, -2.42, 5.79], [-0.56, -4.15, 6.44], [-1.68, -3.39, 5.35], [1.14, -4.17, 4.47], [-1.44, -5.85, 4.14], [0.11, -6.10, 5.02], [0.94, -7.71, 3.48], [0.74, -7.43, 1.75], [-0.71, -7.71, 2.78], [0.12, -3.63, 2.50], [-1.33, -3.38, 2.99], [-4.93, 3.06, -0.55], [-3.70, 2.20, -0.79], [-3.54, 2.12, -2.35], [-3.13, 3.37, -2.97], [-3.03, 3.23, -4.39], [-2.55, 2.98, -0.35], [-4.76, 4.05, -0.97], [-5.17, 3.00, 0.51], [-5.82, 2.57, -0.95], [-3.80, 1.26, -0.25], [-4.49, 1.83, -2.79], [-2.82, 1.35, -2.62], [-2.43, 2.35, -4.66], [-2.57, 4.14, -4.77], [-4.02, 3.14, -4.83], [-1.78, 2.32, -0.32], [-2.20, 3.53, -1.12], [2.74, 4.20, -2.21], [1.37, 4.02, -2.96], [1.46, 3.10, -4.25], [0.47, 3.51, -5.14], [0.47, 2.79, -6.44], [0.30, 3.50, -2.12], [2.69, 4.82, -1.32], [3.32, 4.69, -3.00], [3.24, 3.31, -1.84], [1.08, 5.01, -3.32], [1.36, 2.03, -4.05], [2.43, 3.26, -4.71], [1.46, 2.94, -6.87], [-0.24, 3.17, -7.18], [0.27, 1.72, -6.46], [0.61, 2.62, -1.74], [-0.49, 3.27, -2.71], [3.18, -0.73, 4.35], [2.36, -0.86, 3.00], [2.54, -2.27, 2.42], [3.86, -2.59, 2.03], [4.05, -3.94, 1.76], [0.96, -0.59, 3.34], [2.84, -1.53, 5.01], [3.04, 0.26, 4.79], [4.25, -0.85, 4.21], [2.67, -0.12, 2.26], [1.81, -2.52, 1.65], [2.23, -2.89, 3.26], [3.38, -4.24, 0.96], [3.86, -4.61, 2.60], [5.11, -4.04, 1.54], [0.54, -1.48, 3.11], [0.98, -0.66, 4.34], [3.85, 2.52, 1.16], [3.40, 2.89, 2.58], [4.09, 4.18, 3.09], [3.96, 5.36, 2.22], [4.52, 6.62, 2.66], [1.94, 3.02, 2.54], [3.40, 1.61, 0.76], [4.92, 2.32, 1.22], [3.82, 3.38, 0.48], [3.74, 2.17, 3.33], [5.15, 3.96, 3.18], [3.79, 4.40, 4.12], [4.14, 7.00, 3.61], [4.40, 7.46, 1.97], [5.59, 6.48, 2.85], [1.77, 3.71, 1.82], [1.74, 3.66, 3.30], [-4.69, -5.57, 1.27], [-3.29, -4.94, 1.48], [-3.06, -3.76, 0.59], [-4.09, -2.85, 0.91], [-3.93, -1.64, 0.18], [-3.15, -4.55, 2.86], [-5.55, -4.90, 1.27], [-4.86, -6.35, 2.00], [-4.57, -6.07, 0.31], [-2.55, -5.70, 1.22], [-2.90, -3.97, -0.47], [-2.15, -3.22, 0.85], [-2.95, -1.17, 0.25], [-4.72, -0.97, 0.53], [-4.15, -1.94, -0.84], [-3.41, -5.25, 3.54], [-3.74, -3.73, 2.89], [-1.33, 6.25, 0.13], [0.16, 6.34, 0.64], [0.28, 6.85, 2.11], [-0.49, 5.96, 2.92], [-0.44, 6.11, 4.35], [0.97, 5.14, 0.55], [-1.83, 7.21, 0.00], [-1.96, 5.76, 0.87], [-1.30, 5.78, -0.86], [0.75, 7.05, 0.07], [-0.07, 7.88, 2.19], [1.31, 6.77, 2.47], [-0.86, 5.20, 4.77], [-0.85, 7.06, 4.71], [0.60, 6.06, 4.68], [1.97, 5.28, 0.52], [0.83, 4.71, -0.35], [-2.13, -1.90, -3.00], [-0.88, -1.68, -3.79], [-1.05, -0.63, -4.94], [-1.88, -1.30, -5.85], [-2.18, -0.49, -7.01], [0.24, -1.37, -2.88], [-2.51, -0.96, -2.61], [-2.08, -2.68, -2.25], [-2.95, -2.14, -3.68], [-0.63, -2.64, -4.25], [-0.07, -0.45, -5.38], [-1.47, 0.26, -4.47], [-1.18, -0.23, -7.36], [-2.84, 0.36, -6.81], [-2.64, -1.00, -7.86], [0.02, -1.94, -2.08], [0.10, -0.46, -2.46], [-3.46, 4.03, 3.04], [-2.43, 2.96, 3.25], [-2.90, 1.55, 2.91], [-1.81, 0.64, 3.24], [-2.44, -0.65, 3.32], [-1.27, 3.27, 2.37], [-3.80, 4.14, 2.01], [-3.12, 5.01, 3.36], [-4.32, 3.80, 3.67], [-2.21, 2.84, 4.31], [-3.12, 1.42, 1.85], [-3.80, 1.37, 3.50], [-3.44, -0.74, 3.75], [-1.78, -1.22, 3.98], [-2.48, -1.16, 2.36], [-1.57, 3.37, 1.41], [-0.95, 4.21, 2.56], [0.51, -4.01, -0.74], [0.64, -4.93, -1.95], [-0.71, -5.58, -2.39], [-1.31, -6.36, -1.42], [-2.55, -6.90, -1.81], [1.26, -4.31, -3.08], [-0.20, -3.21, -0.95], [1.42, -3.48, -0.47], [0.18, -4.44, 0.21], [1.27, -5.77, -1.66], [-0.63, -6.10, -3.35], [-1.36, -4.73, -2.60], [-2.29, -7.55, -2.64], [-3.28, -6.13, -2.06], [-2.85, -7.57, -1.00], [0.81, -4.60, -3.94], [1.16, -3.31, -3.06]],
  "s_squared": 0.754,
  "total_charge": 1,
  "orbital_gap_ha": [0.2959, 0.1808],
  "multiplicity": 2
}

---

Entry 2:
{
  "formula": "C44H28Cl2CsF3N6O3Se",
  "method": "the ωB97M-V functional and the def2-TZVPD basis",
  "symbols": ["Cs", "C", "O", "C", "C", "C", "C", "C", "C", "C", "N", "C", "C", "N", "C", "C", "C", "C", "N", "C", "C", "N", "C", "C", "C", "C", "H", "H", "H", "H", "H", "H", "H", "H", "H", "H", "H", "H", "H", "H", "F", "C", "F", "F", "C", "C", "C", "C", "C", "C", "C", "C", "H", "H", "H", "H", "Cl", "C", "C", "C", "C", "C", "Cl", "C", "N", "C", "C", "C", "C", "C", "C", "C", "C", "O", "O", "H", "H", "H", "H", "H", "H", "H", "H", "H", "H", "Se", "C", "N"],
  "positions_angstrom": [[-0.34, 0.73, 0.72], [10.58, -10.13, -0.76], [10.84, -8.74, -0.66], [9.76, -7.91, -0.55], [8.44, -8.34, -0.51], [7.42, -7.40, -0.39], [7.69, -6.04, -0.31], [9.03, -5.63, -0.35], [10.05, -6.55, -0.47], [6.58, -5.11, -0.18], [5.32, -5.46, -0.10], [4.61, -4.29, 0.01], [5.47, -3.21, -0.02], [6.73, -3.74, -0.14], [5.03, -1.86, 0.09], [5.88, -0.74, 0.07], [5.33, 0.51, 0.21], [3.95, 0.62, 0.37], [3.13, -0.42, 0.37], [3.64, -1.65, 0.23], [2.71, -2.78, 0.22], [1.39, -2.51, 0.30], [0.55, -3.52, 0.30], [0.94, -4.87, 0.22], [2.28, -5.16, 0.12], [3.19, -4.10, 0.12], [11.55, -10.61, -0.85], [9.97, -10.36, -1.63], [10.07, -10.50, 0.14], [8.19, -9.39, -0.56], [6.39, -7.73, -0.35], [9.29, -4.58, -0.29], [11.09, -6.23, -0.50], [7.59, -3.24, -0.20], [6.95, -0.87, -0.04], [5.94, 1.40, 0.19], [3.47, 1.59, 0.48], [-0.51, -3.29, 0.38], [0.16, -5.62, 0.25], [2.63, -6.18, 0.06], [7.55, 6.73, -2.49], [6.72, 5.96, -3.24], [6.28, 6.78, -4.23], [7.50, 5.04, -3.84], [5.62, 5.36, -2.44], [5.14, 4.09, -2.75], [4.09, 3.55, -2.02], [3.49, 4.27, -0.96], [4.00, 5.55, -0.69], [5.04, 6.09, -1.41], [2.45, 3.70, -0.20], [1.56, 3.19, 0.50], [5.58, 3.52, -3.55], [3.71, 2.57, -2.26], [3.54, 6.12, 0.12], [5.41, 7.08, -1.17], [-4.90, 2.79, 2.42], [-4.85, 4.49, 2.08], [-5.13, 5.38, 3.11], [-5.08, 6.74, 2.86], [-4.77, 7.21, 1.59], [-4.50, 6.30, 0.58], [-4.13, 6.90, -1.00], [-4.53, 4.92, 0.79], [-4.22, 4.03, -0.25], [-5.25, 3.32, -0.87], [-6.60, 3.62, -0.65], [-7.60, 2.90, -1.28], [-7.27, 1.86, -2.13], [-5.93, 1.58, -2.38], [-4.91, 2.30, -1.79], [-3.48, 2.03, -2.21], [-2.50, 1.42, -1.18], [-1.69, 0.59, -1.61], [-2.55, 1.85, 0.01], [-5.37, 5.00, 4.09], [-5.29, 7.45, 3.65], [-4.72, 8.27, 1.37], [-3.44, 3.38, -0.04], [-6.87, 4.42, 0.03], [-8.64, 3.14, -1.08], [-8.05, 1.27, -2.61], [-5.67, 0.79, -3.07], [-3.02, 2.98, -2.52], [-3.49, 1.38, -3.08], [-2.30, -5.45, 1.90], [-3.88, -5.95, 1.07], [-4.87, -6.27, 0.56]],
  "total_charge": -2,
  "orbital_gap_ha": 0.1900,
  "e_above_lowest_kcal_mol": 11.14
}

---

Entry 3:
{
  "formula": "C44H28N5O3Pt",
  "method": "the ωB97M-V functional and the def2-TZVPD basis",
  "symbols": ["Pt", "C", "C", "C", "C", "C", "C", "C", "C", "C", "C", "C", "N", "C", "C", "C", "C", "C", "C", "C", "C", "C", "C", "C", "C", "C", "N", "C", "C", "C", "C", "C", "C", "C", "C", "C", "C", "C", "C", "N", "C", "C", "N", "C", "C", "C", "C", "C", "C", "H", "H", "H", "H", "H", "H", "H", "H", "H", "H", "H", "H", "H", "H", "H", "H", "H", "H", "H", "H", "H", "H", "H", "H", "H", "H", "H", "H", "O", "N", "O", "O"],
  "positions_angstrom": [[0.02, 0.00, -0.93], [5.41, 5.54, -0.86], [5.26, 4.66, -1.93], [4.33, 3.65, -1.87], [3.52, 3.48, -0.75], [3.71, 4.34, 0.34], [4.64, 5.35, 0.28], [2.48, 2.43, -0.75], [2.89, 1.11, -0.96], [4.25, 0.68, -0.99], [4.24, -0.67, -1.10], [2.87, -1.07, -1.16], [2.07, 0.03, -1.07], [2.45, -2.39, -1.30], [1.11, -2.80, -1.36], [0.71, -4.15, -1.57], [-0.66, -4.15, -1.62], [-1.08, -2.81, -1.42], [-2.43, -2.39, -1.42], [-3.48, -3.40, -1.64], [-3.68, -4.49, -0.79], [-4.67, -5.42, -1.04], [-5.49, -5.29, -2.14], [-5.31, -4.22, -3.00], [-4.33, -3.28, -2.75], [-2.83, -1.06, -1.25], [-2.01, 0.02, -1.11], [-2.81, 1.11, -0.94], [-2.39, 2.41, -0.69], [-3.43, 3.47, -0.62], [-4.07, 3.85, -1.79], [-5.03, 4.85, -1.78], [-5.35, 5.48, -0.59], [-4.72, 5.10, 0.58], [-3.76, 4.11, 0.57], [-1.06, 2.81, -0.53], [-0.65, 4.14, -0.25], [0.71, 4.15, -0.29], [1.14, 2.83, -0.57], [0.05, 2.02, -0.72], [-4.18, 0.70, -0.96], [-4.19, -0.64, -1.14], [0.01, -2.00, -1.28], [3.50, -3.42, -1.51], [3.91, -4.29, -0.51], [4.91, -5.22, -0.75], [5.50, -5.31, -2.00], [5.09, -4.46, -3.01], [4.10, -3.52, -2.77], [6.12, 6.35, -0.92], [5.88, 4.78, -2.81], [4.20, 2.98, -2.71], [3.12, 4.18, 1.23], [4.77, 6.01, 1.13], [5.10, 1.33, -0.90], [5.08, -1.34, -1.12], [1.38, -4.98, -1.69], [-1.31, -4.99, -1.79], [-3.05, -4.59, 0.08], [-4.82, -6.24, -0.36], [-6.28, -6.01, -2.33], [-5.94, -4.11, -3.88], [-4.19, -2.46, -3.43], [-3.81, 3.37, -2.72], [-5.51, 5.14, -2.71], [-6.10, 6.27, -0.59], [-4.98, 5.58, 1.51], [-3.27, 3.80, 1.48], [-1.30, 4.96, -0.04], [1.35, 5.00, -0.13], [-5.01, 1.36, -0.82], [-5.04, -1.30, -1.14], [3.46, -4.22, 0.47], [5.22, -5.88, 0.05], [6.29, -6.03, -2.18], [5.54, -4.52, -3.99], [3.79, -2.85, -3.56], [0.81, -0.42, 1.43], [-0.12, 0.02, 2.13], [0.02, 0.10, 3.34], [-1.17, 0.37, 1.58]],
  "s_squared": 2.073,
  "total_charge": -1,
  "orbital_gap_ha": [0.1575, 0.1864],
  "multiplicity": 3
}

---

Entry 4:
{
  "formula": "C44H30N7O7ReS5",
  "method": "the ωB97M-V functional and the def2-TZVPD basis",
  "symbols": ["Re", "O", "C", "O", "C", "C", "C", "C", "C", "C", "O", "N", "O", "O", "N", "O", "O", "H", "H", "S", "C", "C", "C", "C", "C", "N", "H", "H", "H", "H", "S", "C", "S", "C", "N", "N", "C", "C", "C", "C", "C", "C", "S", "H", "H", "H", "H", "H", "S", "C", "C", "C", "N", "C", "C", "C", "C", "C", "N", "C", "C", "H", "H", "H", "H", "H", "H", "H", "H", "C", "C", "C", "C", "C", "C", "C", "C", "C", "C", "C", "C", "C", "C", "H", "H", "H", "H", "H", "H", "H", "H", "H", "H", "H"],
  "positions_angstrom": [[1.21, -0.91, 0.17], [0.15, -0.81, 4.09], [-0.10, -1.00, 2.93], [0.78, -1.46, 2.06], [-1.49, -0.80, 2.39], [-2.50, -0.60, 3.31], [-3.82, -0.49, 2.89], [-4.16, -0.59, 1.56], [-3.16, -0.81, 0.64], [-1.78, -0.88, 1.00], [-0.88, -0.95, 0.09], [-3.56, -0.98, -0.75], [-2.93, -1.77, -1.44], [-4.48, -0.31, -1.16], [-4.88, -0.28, 3.87], [-4.56, -0.19, 5.05], [-6.03, -0.22, 3.47], [-2.25, -0.54, 4.36], [-5.18, -0.51, 1.23], [3.48, -0.77, 0.61], [3.02, 0.79, 1.28], [3.77, 1.69, 2.01], [3.14, 2.84, 2.45], [1.80, 3.06, 2.15], [1.12, 2.11, 1.41], [1.72, 0.99, 0.99], [4.81, 1.49, 2.22], [3.69, 3.58, 3.01], [1.30, 3.97, 2.45], [0.08, 2.23, 1.15], [0.89, 7.99, -2.71], [1.54, 6.65, -1.94], [2.72, 5.62, -2.66], [2.67, 4.51, -1.29], [1.85, 4.93, -0.37], [1.25, 6.13, -0.73], [0.34, 6.66, 0.23], [-0.44, 5.78, 0.96], [-1.32, 6.26, 1.92], [-1.42, 7.62, 2.15], [-0.63, 8.50, 1.43], [0.26, 8.03, 0.46], [3.59, 3.09, -1.29], [-0.35, 4.72, 0.75], [-1.93, 5.56, 2.48], [-2.10, 8.00, 2.90], [-0.69, 9.56, 1.61], [0.87, 8.71, -0.10], [0.26, -7.43, -1.08], [0.52, -5.69, -0.76], [-0.29, -4.74, -1.36], [-0.06, -3.40, -1.09], [0.92, -2.99, -0.28], [1.70, -3.91, 0.31], [1.53, -5.27, 0.10], [-0.48, -7.87, 0.48], [0.27, -8.50, 1.46], [-0.36, -8.84, 2.66], [-1.64, -8.59, 2.91], [-2.34, -7.99, 1.95], [-1.82, -7.62, 0.73], [-1.09, -5.03, -2.03], [-0.69, -2.63, -1.51], [2.47, -3.53, 0.96], [2.19, -5.98, 0.58], [1.32, -8.72, 1.31], [0.20, -9.32, 3.45], [-3.39, -7.80, 2.18], [-2.43, -7.13, -0.02], [-1.60, 4.12, -1.72], [-0.55, 4.18, -2.63], [0.25, 3.07, -2.83], [0.04, 1.88, -2.12], [-1.02, 1.84, -1.22], [-1.84, 2.95, -1.02], [0.85, 0.72, -2.49], [1.19, -0.42, -1.85], [1.73, -1.49, -2.77], [0.92, -1.96, -3.80], [1.35, -2.97, -4.65], [2.61, -3.53, -4.48], [3.43, -3.05, -3.48], [3.00, -2.05, -2.63], [-2.23, 4.99, -1.56], [-0.36, 5.10, -3.18], [1.07, 3.12, -3.54], [-1.24, 0.91, -0.71], [-2.67, 2.89, -0.33], [1.20, 0.80, -3.52], [-0.07, -1.53, -3.92], [0.69, -3.32, -5.44], [2.94, -4.32, -5.14], [4.43, -3.47, -3.35], [3.66, -1.68, -1.85]],
  "s_squared": 0.759,
  "total_charge": -1,
  "orbital_gap_ha": [0.1828, 0.1924],
  "multiplicity": 2,
  "e_above_lowest_kcal_mol": 0.00
}